No. 1
# C3H12N3O

A 2-piece molecular cluster, C3H12N3O overall (ωB97M-V with the def2-TZVPD basis set, OMol25).

```
19
C3H12N3O ωB97M-V with the def2-TZVPD basis set
O 0.7192 -0.9715 0.7066
N 0.4583 1.4769 2.1292
N -1.6578 0.3677 1.4500
N 0.5196 -1.0802 -3.0088
C -0.8558 1.5844 1.5136
C 0.2453 -0.6132 -1.6240
C 1.0610 -1.3509 -0.5554
H -0.3488 -1.1758 -3.5191
H -0.7112 1.9283 0.4892
H -0.8120 -0.7267 -1.3788
H 0.8910 0.6337 1.7132
H 1.0585 -0.3884 -3.5128
H 0.9199 -2.4356 -0.7592
H 0.4550 0.4540 -1.5173
H 2.1326 -1.1436 -0.7825
H -1.4288 2.3688 2.0172
H -1.9997 0.1241 2.3732
H 0.3587 1.3238 3.1273
H -1.0053 -0.3758 1.1385
```

Computed properties:
Charge: -1
E, eV: -9823.387
Energy above the lowest of the compared OMol25 structures with the same formula, charge and spin, kcal per mole: 1.8


No. 2
# C3H12N3O

A 2-piece molecular cluster, C3H12N3O overall (ωB97M-V with the def2-TZVPD basis set, OMol25).

```
19
C3H12N3O ωB97M-V with the def2-TZVPD basis set
O -1.4815 3.6272 -0.5797
N 0.7528 -2.5294 0.1320
N 0.1854 -0.5235 1.1766
N -0.9797 1.9763 0.9610
C 0.3218 -1.2871 0.1352
C 1.0466 -3.2556 -1.1103
C -0.4770 2.7364 -0.1868
H 1.0275 -4.3176 -0.9015
H 0.0157 -0.8757 -0.8166
H 0.2530 -3.0630 -1.8258
H -0.2352 0.4676 1.1223
H -1.1929 4.1187 -1.3580
H -0.2362 2.0343 -0.9938
H 2.0100 -2.9653 -1.5057
H -0.9801 2.5941 1.7638
H 0.4271 3.2644 0.1178
H 0.4705 -0.8775 2.0802
H -1.9697 1.8086 0.7769
H 1.0421 -2.9333 1.0124
```

Computed properties:
Charge: +1
E, eV: -9817.537
Energy above the lowest of the compared OMol25 structures with the same formula, charge and spin, kcal per mole: 29.4


No. 3
# C3H12N3O

C3H12N3O as an isolated structure (ωB97M-V with the def2-TZVPD basis set, OMol25).

```
19
C3H12N3O ωB97M-V with the def2-TZVPD basis set
O -2.1895 -0.5435 -1.2459
N -0.1053 -1.5738 0.6412
N 1.6183 0.2201 0.2580
N -0.1671 0.5245 -1.6461
C -0.5869 -0.2299 0.8522
C -1.3246 0.4142 -0.7799
C 0.5791 0.6768 1.1991
H 2.5639 0.5499 0.4408
H 0.8958 0.5286 2.2350
H -0.0938 -0.3467 -2.1668
H -0.2010 -2.1218 1.4917
H 0.3383 1.7293 1.0530
H -3.1109 -0.3482 -1.0437
H -0.6678 -2.0409 -0.0656
H 1.4801 -0.8280 0.3279
H -0.2733 1.2690 -2.3289
H -1.4283 -0.1276 1.5352
H -1.7572 1.3789 -0.5316
H 1.1991 0.4706 -0.6974
```

Computed properties:
Charge: +1
E, eV: -9816.694
Energy above the lowest of the compared OMol25 structures with the same formula, charge and spin, kcal per mole: 48.9


Respective highest occupied orbital energy values: -3.08 -13.95 -13.56 eV.
Respective maximum force values: 0.3 0.5 4.1 eV/A.